The following is a quantum chemistry calculation of C9H17Cl4N3Na2O2PS as an isolated structure in a non-equilibrium geometry, from OMol25.

Results
Net charge: +1
HOMO-LUMO gap in eV: 1.7
LUMO in eV: -5.90
HOMO energy in eV: -7.612

Each line ends with the Mulliken charge.
Geometry (Å):
N (-0.226, 3.124, 2.902)  -0.39
C (-0.221, 2.390, 2.016)  0.46
O (-0.487, 1.904, 0.751)  -0.21
P (-0.775, 0.215, 0.903)  0.41
C (-2.574, -0.049, 0.395)  -0.65
C (-3.535, 1.151, 0.800)  -0.77
C (-3.651, 1.354, 2.375)  -0.35
N (-4.552, 0.365, 3.024)  -0.57
N (-0.711, -0.338, 2.622)  -0.15
C (0.003, -1.303, 2.688)  0.38
S (1.383, -2.251, 2.838)  -0.58
H (-2.569, -0.101, -0.727)  0.41
H (-2.921, -1.047, 0.782)  0.34
H (-4.585, 0.981, 0.437)  0.43
H (-3.080, 2.095, 0.380)  0.36
H (-2.638, 1.399, 2.874)  0.22
H (-4.123, 2.374, 2.508)  0.25
H (-4.687, -0.455, 2.419)  0.24
H (-4.100, 0.063, 3.895)  0.26
Na (3.525, -2.231, 1.370)  0.81
C (2.290, 1.542, -3.564)  -0.92
C (2.084, 1.327, -2.081)  0.65
C (2.122, 2.644, -1.324)  -1.19
O (3.103, 0.452, -1.569)  -0.56
H (3.267, 1.996, -3.762)  0.38
H (2.270, 0.588, -4.098)  0.32
H (1.501, 2.199, -3.978)  -0.15
H (1.122, 0.833, -1.913)  -0.01
H (3.094, 3.133, -1.443)  0.43
H (1.981, 2.477, -0.251)  0.23
H (1.345, 3.324, -1.678)  0.34
H (3.959, 0.876, -1.710)  0.36
C (2.264, -6.116, -1.039)  -0.04
Cl (2.450, -5.230, -2.546)  -0.05
Cl (3.715, -7.041, -0.669)  -0.07
Cl (1.889, -4.990, 0.299)  -0.02
H (1.432, -6.806, -1.144)  0.32
Cl (0.460, 3.412, -5.180)  -0.71
Na (0.179, -4.262, 2.398)  0.79



The following is a quantum chemistry calculation of a 2-piece molecular cluster, C9H17ClNO5S overall in a non-equilibrium geometry, from OMol25.

Results
Net charge: -1
HOMO-LUMO gap in eV: 8.0
LUMO in eV: 2.90
HOMO energy in eV: -5.072

Each line ends with the Mulliken charge.
Geometry (Å):
C (-2.635, -1.306, -1.902)  -1.21
C (-1.847, -0.025, -1.532)  -0.45
C (-0.374, -0.385, -1.289)  0.29
Cl (-0.288, -1.417, 0.162)  -0.17
C (0.449, 0.928, -1.140)  -0.75
N (1.859, 0.813, -1.522)  -0.30
S (2.185, 0.495, -3.121)  1.25
C (0.712, 0.643, -4.140)  -0.93
O (2.718, -0.841, -3.247)  -0.70
O (3.108, 1.482, -3.609)  -0.71
C (0.444, 1.288, 0.392)  0.37
O (-0.644, 1.617, 0.919)  -0.74
O (1.521, 1.173, 0.991)  -0.73
H (-3.514, -1.075, -2.505)  0.37
H (-2.888, -1.871, -1.010)  0.31
H (-1.964, -1.914, -2.515)  0.31
H (-1.940, 0.700, -2.345)  0.31
H (-2.266, 0.444, -0.643)  0.27
H (-0.038, -0.955, -2.156)  0.47
H (-0.034, 1.765, -1.635)  0.42
H (2.354, 0.134, -0.950)  0.37
H (0.481, -0.357, -4.498)  0.34
H (-0.137, 1.117, -3.660)  0.21
H (1.009, 1.222, -5.010)  0.41
C (1.078, -0.804, 3.783)  -0.86
C (-0.236, -0.832, 4.512)  0.87
O (-1.040, -1.724, 4.355)  -0.59
C (-0.514, 0.314, 5.456)  -1.08
H (1.153, -1.676, 3.137)  0.19
H (1.144, 0.096, 3.162)  0.15
H (1.902, -0.825, 4.501)  0.39
H (-0.512, 1.255, 4.904)  0.30
H (0.245, 0.344, 6.240)  0.31
H (-1.491, 0.175, 5.915)  0.30



The following is a quantum chemistry calculation of a 2-piece molecular cluster, C9H17FN overall in a non-equilibrium geometry, from OMol25.

Results
Net charge: +1
HOMO-LUMO gap (spin up / spin down) in eV: 6.4 / 6.4
LUMO (spin up / spin down) in eV: -5.97 / -5.97
HOMO energy (spin up / spin down) in eV: -12.369 / -12.370
Energy above the lowest of the compared OMol25 structures with the same formula, charge and spin in eV: 4.650

Each line ends with the Mulliken charge.
Geometry (Å):
C (1.388, 0.470, 0.046)  -0.03
C (2.619, 1.205, -0.012)  -0.36
C (0.306, 1.248, 0.091)  0.35
C (3.904, -1.012, 0.049)  -1.22
C (-3.337, -1.292, -1.128)  -1.06
C (-2.369, 1.785, 0.367)  -0.88
C (3.901, 0.501, 0.147)  -0.40
C (-1.939, -1.567, -0.560)  0.08
C (-1.733, -0.714, 0.826)  -1.37
N (-1.508, 0.733, 0.740)  0.01
F (0.113, 2.495, 0.074)  -0.14
H (1.191, -0.609, 0.325)  0.33
H (2.640, 2.258, -0.048)  0.46
H (4.938, -1.442, 0.168)  0.35
H (3.332, -1.341, -0.915)  0.31
H (3.374, -1.373, 0.886)  0.37
H (-3.875, -0.666, -0.393)  0.24
H (-3.205, -0.682, -2.013)  0.28
H (-4.039, -2.114, -1.148)  0.35
H (-3.462, 1.400, 0.615)  0.35
H (-2.488, 2.096, -0.747)  0.29
H (-2.201, 2.695, 0.910)  0.36
H (4.723, 0.952, -0.488)  0.41
H (4.239, 0.888, 1.062)  0.40
H (-0.990, -1.242, -1.141)  0.14
H (-1.729, -2.627, -0.416)  0.38
H (-2.735, -0.828, 1.210)  0.61
H (-1.060, -1.218, 1.493)  0.40



The following is a quantum chemistry calculation of C9H17INO6PY as an isolated structure in a non-equilibrium geometry, from OMol25.

Results
Net charge: +3
HOMO-LUMO gap in eV: 2.0
LUMO in eV: -14.70
HOMO energy in eV: -16.655

Each line ends with the Mulliken charge.
Geometry (Å):
C (0.954, 2.617, 1.032)  -0.98
C (0.513, 1.654, 2.027)  1.04
C (-0.292, 2.135, 3.161)  -1.21
N (0.816, 0.357, 1.968)  -0.41
O (-0.242, -0.459, 1.635)  -0.16
P (0.045, -1.166, 0.163)  1.25
O (-0.060, -0.217, -0.913)  -0.42
O (1.367, -1.944, 0.175)  -0.33
C (2.562, -1.184, -0.160)  -0.26
C (2.966, -1.350, -1.616)  -0.55
C (3.813, -0.152, -2.031)  -1.03
I (2.684, 1.204, -3.249)  0.30
O (-1.041, -2.350, 0.132)  -0.36
C (-2.178, -2.037, -0.694)  -0.14
C (-2.955, -0.777, -0.302)  -0.72
O (-2.954, 0.045, -1.426)  -0.35
C (-4.008, 0.975, -1.494)  0.10
O (-4.423, 1.321, -2.559)  -0.34
H (1.529, 2.191, 0.228)  0.12
H (0.046, 3.075, 0.650)  0.37
H (1.526, 3.390, 1.542)  0.48
H (0.032, 3.115, 3.477)  0.43
H (-1.335, 2.126, 2.846)  0.33
H (-0.213, 1.473, 4.008)  0.39
H (3.349, -1.581, 0.458)  0.52
H (2.494, -0.133, 0.077)  -0.03
H (2.122, -1.453, -2.281)  0.43
H (3.577, -2.231, -1.741)  0.33
H (4.702, -0.441, -2.560)  0.53
H (4.141, 0.421, -1.180)  0.49
H (-2.903, -2.888, -0.558)  -0.22
H (-1.947, -2.059, -1.746)  0.55
H (-2.559, -0.305, 0.594)  0.60
H (-4.005, -1.044, -0.073)  0.52
H (-4.394, 1.392, -0.557)  0.41
Y (-3.729, -3.720, 0.968)  1.33



Q: Look up the net charge of the first one.
A: +1